A molecular structure, C27H32BrN3O2S6Tb, computed with wB97M-V/def2-TZVPD.

For the energy above the lowest of the compared OMol25 structures with the same formula, charge and spin, the calculation gives 0.0 kcal/mol. For the highest occupied orbital energy (alpha / beta), the calculation gives -10.016 / -10.024 eV. Its net charge is +1. As for the expectation value of S²: 12.688. As for the spin multiplicity: 7. The calculation puts the strongest force on any atom at 3.4 eV/Å. As for the HOMO-LUMO gap (alpha / beta): 6.60 / 6.62 eV. The calculated total energy is -7150.28826 Ha.

Element x y z (Å)
Tb -0.8029 -0.0789 1.1502
C -2.1344 3.1458 3.0951
C -0.6995 3.1910 3.4846
S 0.2670 2.4669 2.1035
C 1.7932 1.9662 3.0217
C 1.5487 0.8647 4.0300
S 1.3483 -0.7388 3.1336
C 0.7085 -1.9343 4.3397
C -0.6582 -1.6562 4.9415
S -1.9151 -1.6901 3.6882
C -3.2027 -0.6030 4.5045
C -2.7882 0.8500 4.4983
S -2.7318 1.4600 2.7748
H -2.3697 3.7496 2.1684
H -2.7714 3.5552 3.9338
H -0.4129 2.6039 4.3409
H -0.3753 4.2669 3.6198
H 2.2982 2.7944 3.4641
H 2.5323 1.6569 2.2515
H 0.6832 0.9845 4.6713
H 2.4757 0.7443 4.6692
H 1.4998 -2.0587 5.0906
H 0.6758 -2.8257 3.8152
H -0.6755 -0.7029 5.5291
H -0.7609 -2.4850 5.6315
H -3.3565 -1.0699 5.4740
H -4.1249 -0.7648 3.9111
H -1.8096 1.0028 4.8986
H -3.5291 1.4263 5.1192
S -2.0413 1.5926 -0.4000
C -3.1694 0.2302 -0.5985
S -3.1783 -1.1009 0.5161
C -3.9170 0.1211 -1.7420
C -4.7926 -1.0648 -1.9065
N -5.3667 -2.0437 -1.8284
C -3.8534 1.0949 -2.8321
N -3.7857 1.8027 -3.7606
O -0.8692 -4.3614 -4.0956
C -0.8113 -3.4553 -3.0957
C -0.9395 -2.0822 -3.3741
C -0.8071 -1.1579 -2.3739
N -0.5311 -1.5155 -1.1080
C -0.4732 -2.7913 -0.8424
Br -0.0898 -3.2746 0.9708
C -0.5157 -3.8072 -1.7608
H -1.1887 -3.8795 -4.8874
H -1.1944 -1.7822 -4.3842
H -0.8091 -0.0426 -2.5782
H -0.5550 -4.8610 -1.4461
C 2.9609 1.1207 -6.2039
C 2.8072 0.9089 -4.7274
C 2.0611 1.7692 -3.9201
C 1.8754 1.5726 -2.5589
C 1.1930 2.6457 -1.7926
C 2.2884 0.3066 -2.0451
C 2.0738 -0.1100 -0.7051
O 1.4192 0.4928 0.1975
C 3.1441 -0.5341 -2.8519
C 3.5954 -1.9350 -2.3410
C 3.3447 -0.2518 -4.1493
H 2.3906 2.0426 -6.5468
H 2.4926 0.2747 -6.7175
H 4.0655 1.1825 -6.5766
H 1.6896 2.7212 -4.3436
H 1.3004 3.6147 -2.2863
H 1.5683 2.7590 -0.7668
H 0.1397 2.4539 -1.6349
H 2.6657 -0.9941 -0.4467
H 2.7814 -2.5716 -2.0743
H 4.2174 -1.7856 -1.4629
H 4.2222 -2.4120 -3.1451
H 3.8799 -1.0137 -4.7270

Forces on atoms 1 to 6 (eV/Å):
0.23 -0.50 -0.07
-1.79 0.56 0.28
1.39 1.31 -0.92
1.08 0.30 0.55
-0.18 -0.57 -1.18
1.48 -1.28 0.54